Entry from the Open Molecules 2025 dataset: a 2-piece molecular cluster, C5H11N2 overall in a non-equilibrium geometry (ωB97M-V/def2-TZVPD).

Results
LUMO level (spin up / spin down) ... -5.37 / -4.49 eV
ΔE to the lowest compared entry with this formula, charge and spin ... 5.540 eV
Highest occupied orbital energy (spin up / spin down) ... -0.47647 / -0.49830 hartree
HOMO-LUMO gap (spin up / spin down) ... 7.60 / 9.07 eV

Geometry as ORCA input:
```
! RIJCOSX wB97M-V def2-TZVPD def2/J DEFGRID3
* xyz 1 1
C -1.928 1.293 1.939
C -1.766 0.016 1.724
C -0.027 -0.069 -0.387
C 1.769 0.167 1.351
C 0.197 -0.999 -2.677
N 1.204 0.137 0.000
N -0.508 -0.449 -1.542
H -2.741 1.584 2.587
H -1.396 2.022 1.486
H -2.054 -0.977 2.004
H 2.264 -0.622 1.719
H 2.443 0.971 1.512
H 0.891 0.306 2.020
H 0.964 -1.763 -2.414
H 0.758 -0.259 -3.324
H -0.505 -1.332 -3.435
H 1.940 0.037 -0.833
H -1.504 -0.063 -1.730
*
```

In elementary charge units, the Mulliken charges are: number 1, C, carries -0.3249; number 2, C, carries -0.3021; number 3, C, carries 0.2528; number 4, C, carries -0.7556; number 5, C, carries -0.9290; number 6, N, carries -0.2018; number 7, N, carries -0.1781; number 8, H, carries 0.2674; number 9, H, carries 0.3479; number 10, H, carries 0.3428; number 11, H, carries 0.3502; number 12, H, carries 0.3146; number 13, H, carries 0.2362; number 14, H, carries 0.3295; number 15, H, carries 0.3385; number 16, H, carries 0.3175; number 17, H, carries 0.2785; number 18, H, carries 0.3155

Entry from the Open Molecules 2025 dataset: an isolated ion of composition C5H11N2 and charge +1 in a non-equilibrium geometry (ωB97M-V/def2-TZVPD).

Results
LUMO level ... -3.32 eV
Structure (SMILES) ... C[C@@H]1NC1=[N+](C)C
ΔE to the lowest compared entry with this formula, charge and spin ... 2.197 eV
Highest occupied orbital energy ... -0.54525 hartree
HOMO-LUMO gap ... 11.51 eV

Geometry as ORCA input:
```
! RIJCOSX wB97M-V def2-TZVPD def2/J DEFGRID3
* xyz 1 1
C 0.248 0.806 -2.305
C -0.229 -0.410 -1.616
N -1.624 -0.297 -0.841
C -0.485 -0.297 -0.173
N 0.065 -0.238 1.000
C 1.470 -0.632 1.134
C -0.752 0.015 2.201
H 0.017 1.747 -1.710
H -0.266 0.988 -3.240
H 1.331 0.660 -2.465
H -0.149 -1.327 -2.191
H -2.382 0.371 -0.778
H 1.982 0.260 1.598
H 1.670 -1.435 1.755
H 1.787 -0.711 0.065
H -0.107 -0.210 3.073
H -0.908 1.109 2.301
H -1.668 -0.395 2.191
*
```

In elementary charge units, the Mulliken charges are: number 1, C, carries -1.0491; number 2, C, carries -0.0926; number 3, N, carries -0.3967; number 4, C, carries 0.5739; number 5, N, carries 0.0497; number 6, C, carries -0.8945; number 7, C, carries -0.9930; number 8, H, carries 0.2908; number 9, H, carries 0.3687; number 10, H, carries 0.3182; number 11, H, carries 0.3859; number 12, H, carries 0.2898; number 13, H, carries 0.3788; number 14, H, carries 0.3456; number 15, H, carries 0.3060; number 16, H, carries 0.3286; number 17, H, carries 0.3678; number 18, H, carries 0.4222

Entry from the Open Molecules 2025 dataset: a 2-piece molecular cluster, C5H11N2 overall in a non-equilibrium geometry (ωB97M-V/def2-TZVPD).

Results
LUMO level ... -3.76 eV
ΔE to the lowest compared entry with this formula, charge and spin ... 3.059 eV
Highest occupied orbital energy ... -0.47264 hartree
HOMO-LUMO gap ... 9.10 eV

Geometry as ORCA input:
```
! RIJCOSX wB97M-V def2-TZVPD def2/J DEFGRID3
* xyz 1 1
C -0.731 -0.310 1.192
C -3.909 0.116 -1.049
C -1.841 -0.125 0.381
C 3.052 0.863 0.527
C 2.609 -0.945 -0.751
N -2.712 -0.140 -0.388
N 2.285 -0.210 0.211
H -0.546 0.751 1.714
H 0.147 -0.559 0.634
H -4.122 -0.546 -1.946
H -3.950 1.195 -1.380
H 3.123 1.128 1.647
H 4.137 0.832 0.145
H 2.635 1.727 -0.023
H 1.926 -1.662 -1.285
H 3.559 -0.946 -1.236
H -4.733 -0.091 -0.458
H -0.928 -1.078 2.063
*
```

In elementary charge units, the Mulliken charges are: number 1, C, carries -0.6329; number 2, C, carries -0.5995; number 3, C, carries 0.4683; number 4, C, carries -0.8131; number 5, C, carries -0.2813; number 6, N, carries 0.1180; number 7, N, carries -0.2567; number 8, H, carries 0.2890; number 9, H, carries 0.1384; number 10, H, carries 0.2813; number 11, H, carries 0.3030; number 12, H, carries 0.2550; number 13, H, carries 0.2971; number 14, H, carries 0.3042; number 15, H, carries 0.1627; number 16, H, carries 0.2842; number 17, H, carries 0.3381; number 18, H, carries 0.3443

Entry from the Open Molecules 2025 dataset: an isolated ion of composition C5H11N2 and charge +1 in a non-equilibrium geometry (ωB97M-V/def2-TZVPD).

Results
LUMO level ... -3.84 eV
Structure (SMILES) ... C=NC(=C)[NH+](C)C
ΔE to the lowest compared entry with this formula, charge and spin ... 3.426 eV
Highest occupied orbital energy ... -0.51673 hartree
HOMO-LUMO gap ... 10.22 eV

Geometry as ORCA input:
```
! RIJCOSX wB97M-V def2-TZVPD def2/J DEFGRID3
* xyz 1 1
C 0.587 -0.861 -2.449
N -0.009 -0.320 -1.481
C -0.036 -0.800 -0.127
C 0.062 -2.069 0.253
N -0.206 0.350 0.774
C 1.057 1.105 0.670
C -1.525 0.990 0.556
H 0.715 -0.455 -3.418
H 0.975 -2.044 -2.442
H 0.230 -2.353 1.367
H 0.044 -2.993 -0.387
H -0.408 -0.179 1.625
H 1.277 1.132 -0.428
H 0.957 2.094 0.924
H 1.864 0.884 1.324
H -1.491 1.276 -0.431
H -2.255 0.287 0.637
H -1.537 1.895 1.018
*
```

In elementary charge units, the Mulliken charges are: number 1, C, carries -0.2292; number 2, N, carries -0.3882; number 3, C, carries 0.7053; number 4, C, carries -0.9702; number 5, N, carries 0.0639; number 6, C, carries -0.8132; number 7, C, carries -1.1009; number 8, H, carries 0.3083; number 9, H, carries 0.1192; number 10, H, carries 0.2019; number 11, H, carries 0.2804; number 12, H, carries 0.3817; number 13, H, carries 0.3407; number 14, H, carries 0.4171; number 15, H, carries 0.3462; number 16, H, carries 0.5264; number 17, H, carries 0.4019; number 18, H, carries 0.4087

Entry from the Open Molecules 2025 dataset: a 2-piece molecular cluster, C5H11N2 overall in a non-equilibrium geometry (ωB97M-V/def2-TZVPD).

Results
LUMO level (spin up / spin down) ... -8.64 / -11.79 eV
ΔE to the lowest compared entry with this formula, charge and spin ... 0.435 eV
<S²> ... 0.769
Highest occupied orbital energy (spin up / spin down) ... -0.67878 / -0.67873 hartree
HOMO-LUMO gap (spin up / spin down) ... 9.83 / 6.68 eV

Geometry as ORCA input:
```
! RIJCOSX wB97M-V def2-TZVPD def2/J DEFGRID3
* xyz 2 2
C -1.005 1.482 1.256
C -0.453 2.061 0.200
C -1.781 -0.561 2.217
N -1.154 0.039 1.277
H -1.283 1.960 2.184
H -0.239 1.436 -0.662
H -0.006 3.048 0.227
H -1.813 -1.648 2.234
H -2.144 0.025 3.048
H -0.572 -0.464 0.591
C 0.301 -1.520 -1.189
C 1.154 -0.741 -1.962
N 2.464 -0.593 -1.735
H 0.794 -2.195 -0.487
H -0.717 -1.747 -1.485
H 0.728 -0.070 -2.707
H 2.806 -0.686 -0.778
H 2.921 0.173 -2.229
*
```

In elementary charge units, the Mulliken charges are: number 1, C, carries 0.1237; number 2, C, carries -0.6466; number 3, C, carries 0.0233; number 4, N, carries 0.1291; number 5, H, carries 0.3124; number 6, H, carries 0.1748; number 7, H, carries 0.2994; number 8, H, carries 0.2611; number 9, H, carries 0.2501; number 10, H, carries 0.1156; number 11, C, carries -1.1099; number 12, C, carries 0.3573; number 13, N, carries -0.2607; number 14, H, carries 0.4627; number 15, H, carries 0.4424; number 16, H, carries 0.4263; number 17, H, carries 0.2943; number 18, H, carries 0.3448

Entry from the Open Molecules 2025 dataset: an isolated ion of composition C5H11N2O and charge -1 in a non-equilibrium geometry (ωB97M-V/def2-TZVPD).

Results
LUMO level ... 3.73 eV
Structure (SMILES) ... N/C=N\CCCC[O-]
ΔE to the lowest compared entry with this formula, charge and spin ... 1.901 eV
Highest occupied orbital energy ... -0.08800 hartree
HOMO-LUMO gap ... 6.12 eV

Geometry as ORCA input:
```
! RIJCOSX wB97M-V def2-TZVPD def2/J DEFGRID3
* xyz -1 1
N 0.577 -2.439 -0.225
C 0.680 -1.623 -1.479
N 1.150 -0.431 -1.690
C 1.254 0.514 -0.639
C 0.000 1.266 -0.625
C -0.640 1.455 0.749
C -1.214 0.210 1.579
O -1.449 0.610 2.762
H -0.034 -2.131 0.557
H 0.188 -3.354 -0.365
H 0.400 -2.184 -2.419
H 1.382 0.128 0.381
H 2.211 1.149 -0.686
H -0.743 1.058 -1.418
H 0.188 2.324 -1.100
H 0.114 2.067 1.413
H -1.474 2.247 0.627
H -0.410 -0.610 1.436
H -2.181 -0.257 1.141
*
```

In elementary charge units, the Mulliken charges are: number 1, N, carries -0.5368; number 2, C, carries 0.0618; number 3, N, carries -0.5981; number 4, C, carries -0.5571; number 5, C, carries -0.3487; number 6, C, carries -0.7983; number 7, C, carries 0.2742; number 8, O, carries -0.8495; number 9, H, carries 0.2722; number 10, H, carries 0.2849; number 11, H, carries 0.2697; number 12, H, carries 0.4766; number 13, H, carries 0.2880; number 14, H, carries 0.3853; number 15, H, carries 0.2267; number 16, H, carries 0.1889; number 17, H, carries 0.2807; number 18, H, carries -0.4583; number 19, H, carries 0.1378

Entry from the Open Molecules 2025 dataset: an isolated ion of composition C5H11N2O and charge +1 in a non-equilibrium geometry (ωB97M-V/def2-TZVPD).

Results
LUMO level (spin up / spin down) ... -5.43 / -5.43 eV
ΔE to the lowest compared entry with this formula, charge and spin ... 9.234 eV
Highest occupied orbital energy (spin up / spin down) ... -0.49897 / -0.49897 hartree
HOMO-LUMO gap (spin up / spin down) ... 8.15 / 8.15 eV

Geometry as ORCA input:
```
! RIJCOSX wB97M-V def2-TZVPD def2/J DEFGRID3
* xyz 1 1
C 2.636 0.525 0.245
C 0.520 0.557 -0.796
C -2.890 -0.883 0.062
C -0.683 0.399 -0.142
C -1.350 -1.032 -0.319
N 2.146 -0.838 -0.143
N 1.443 1.356 -0.001
O 2.912 -1.797 -0.073
H 2.925 0.556 1.280
H 3.444 0.825 -0.270
H -3.446 -1.819 -0.225
H -3.256 -0.082 -0.414
H -3.004 -0.660 1.143
H -0.649 0.716 0.940
H -1.337 1.012 -0.644
H -1.322 -1.260 -1.343
H -0.688 -1.568 0.171
H 0.968 1.639 0.908
H 1.632 2.355 -0.378
*
```

In elementary charge units, the Mulliken charges are: number 1, C, carries -0.5163; number 2, C, carries -0.5896; number 3, C, carries -1.2353; number 4, C, carries -0.2733; number 5, C, carries -0.6390; number 6, N, carries 0.1714; number 7, N, carries 0.0139; number 8, O, carries -0.2789; number 9, H, carries 0.3993; number 10, H, carries 0.4157; number 11, H, carries 0.3314; number 12, H, carries 0.4454; number 13, H, carries 0.3375; number 14, H, carries 0.3461; number 15, H, carries 0.3524; number 16, H, carries 0.3573; number 17, H, carries 0.5395; number 18, H, carries 0.4148; number 19, H, carries 0.4078